ORCA calculation (ωB97M-V/def2-TZVPD) on a 6-piece molecular cluster, CH15NO5 overall in a non-equilibrium geometry.

Energy above the lowest of the compared OMol25 structures with the same formula, charge and spin   1.355 eV
HOMO energy (alpha / beta)   -0.5062 / -0.5062 Ha
LUMO (alpha / beta)   -0.14567 / -0.34223 Eh
⟨S²⟩   0.754
F_max   4.78 eV/A
Calculated total energy   -477.65021 a.u.
Spin multiplicity   2
Charge   +1

Cartesian coordinates (Å):
C  0.916  1.759  2.240
N  -0.454  1.283  2.050
H  1.458  1.693  1.329
H  1.392  1.136  3.039
H  0.727  2.852  2.484
H  -1.065  2.075  1.759
H  -0.665  0.778  1.142
H  -2.079  1.270  -0.182
H  -1.657  2.529  -0.920
O  -1.965  2.220  -0.057
H  -0.265  1.183  -4.176
H  0.592  0.257  -3.100
O  -0.235  0.645  -3.384
H  1.547  -0.275  0.272
H  1.675  -1.652  0.670
O  1.992  -1.083  -0.066
H  -0.339  -1.024  2.989
H  -0.867  -1.913  1.785
O  -0.093  -1.523  2.205
H  -0.115  -2.532  -1.668
H  0.398  -3.782  -2.413
O  -0.125  -2.981  -2.516